Record 1
C35H33CaClN4S2Si2 | ωB97M-V with the def2-TZVPD basis set

As for the HOMO energy: -4.840 eV. The value obtained for the energy relative to the best compared isomer or geometry (same formula, charge and spin) is 3.135 eV. As for the energy: -111175.8907 eV. The value obtained for the HOMO-LUMO gap is 4.905 eV.

```
78
Properties=species:S:1:pos:R:3:mulliken_charge:R:1
C -1.685 -0.476 4.505 -0.274
C -2.318 -0.096 3.293 -0.947
C -2.080 -1.112 2.335 -0.651
H -2.945 0.781 3.164 0.507
C -1.302 -2.124 2.952 -0.348
C -1.049 -1.728 4.293 -0.863
H -0.533 -2.320 5.052 0.429
H -1.738 0.052 5.460 0.427
H -2.475 -1.153 1.331 0.437
H -1.010 -3.070 2.512 0.546
Ca 0.301 0.007 2.702 2.076
Si 1.306 0.617 -0.567 -0.057
C 0.159 2.034 -0.485 0.995
C 0.574 3.216 -1.121 -0.367
H 1.594 3.297 -1.551 0.348
C -0.371 4.233 -1.324 -0.579
H -0.079 5.149 -1.871 0.384
C -1.697 4.051 -0.902 -0.558
H -2.446 4.809 -1.148 0.383
C -2.094 2.856 -0.273 -0.974
H -3.147 2.717 -0.002 0.439
C -1.170 1.814 -0.115 0.157
H -1.528 0.824 0.191 0.154
C 0.177 -1.136 -1.297 2.225
C -1.245 -1.106 -1.716 -0.791
H -1.858 -0.198 -1.845 0.534
C -1.926 -2.362 -1.585 -1.251
H -2.926 -2.459 -2.024 0.384
C -1.292 -3.434 -0.962 -0.850
H -1.820 -4.378 -0.894 0.388
C 0.008 -3.387 -0.409 -0.740
H 0.396 -4.253 0.151 0.430
C 0.772 -2.253 -0.610 -0.375
H 1.787 -2.147 -0.203 0.380
H 0.571 -0.251 0.497 -0.399
Si 0.294 -0.423 -2.904 -0.660
C 0.729 -1.822 -4.004 0.443
C 0.144 -1.835 -5.274 -0.810
H -0.048 -0.886 -5.790 0.341
C -0.131 -3.077 -5.825 -0.361
H -0.624 -3.127 -6.795 0.375
C 0.258 -4.256 -5.180 -0.670
H -0.015 -5.236 -5.589 0.370
C 1.110 -4.170 -4.078 -0.226
H 1.545 -5.082 -3.654 0.364
C 1.447 -2.939 -3.548 -0.410
H 2.237 -2.822 -2.803 0.360
C -0.141 1.167 -3.839 0.767
C -1.467 1.579 -4.124 -0.169
H -2.321 0.961 -3.809 0.364
C -1.687 2.745 -4.865 -0.721
H -2.697 3.074 -5.068 0.379
C -0.638 3.516 -5.364 -0.465
H -0.819 4.430 -5.932 0.391
C 0.663 3.079 -5.125 -0.596
H 1.489 3.664 -5.536 0.348
C 0.924 1.925 -4.391 -0.463
H 1.958 1.575 -4.255 0.409
H 2.520 1.018 -1.337 -0.158
Cl 2.667 0.976 1.226 -0.426
N -1.096 3.268 4.005 -0.331
C -0.098 2.764 4.759 0.477
N 0.614 1.684 4.456 -0.019
C 1.502 1.341 5.500 -0.025
C 1.474 2.231 6.566 -0.554
S 0.269 3.458 6.349 -0.241
C 2.225 0.083 5.407 -0.223
C 3.078 -0.486 6.339 -0.632
S 3.506 -2.113 5.920 -0.253
C 2.548 -1.941 4.437 0.373
N 1.962 -0.761 4.307 0.147
N 2.401 -2.984 3.606 -0.328
H -1.593 4.095 4.330 0.196
H -1.289 2.898 3.085 0.043
H 2.095 2.130 7.454 0.370
H 3.396 0.014 7.250 0.379
H 2.871 -3.848 3.796 0.191
H 1.829 -2.884 2.765 0.054
```

---

Record 2
C35H33ClFeN4Si2 | ωB97M-V with the def2-TZVPD basis set

As for the HOMO energy (spin up / spin down): -5.724 / -5.748 eV. The spin multiplicity is 5. The value obtained for the energy relative to the best compared isomer or geometry (same formula, charge and spin) is 3.065 eV. As for the energy: -105453.1490 eV. The value obtained for the HOMO-LUMO gap (spin up / spin down) is 5.867 / 5.631 eV. Its expectation value of S² is 6.08.

```
76
Properties=species:S:1:pos:R:3:mulliken_charge:R:1
C -2.134 -1.085 4.723 -0.523
C -3.025 -0.649 3.668 -0.697
C -2.770 -1.494 2.511 -0.968
H -3.793 0.118 3.737 0.457
C -1.751 -2.444 2.881 -0.195
C -1.364 -2.182 4.231 -0.578
H -0.658 -2.797 4.802 0.455
H -2.139 -0.727 5.757 0.484
H -3.313 -1.474 1.564 0.499
H -1.406 -3.276 2.257 0.448
Fe -1.101 -0.310 2.978 -0.012
Si -1.156 -0.828 -2.838 0.135
C -0.610 0.777 -3.544 0.351
C 0.710 0.854 -3.987 0.028
H 1.384 0.005 -3.881 0.396
C 1.169 2.018 -4.592 -0.894
H 2.204 2.058 -4.926 0.388
C 0.312 3.108 -4.716 -0.383
H 0.703 4.047 -5.104 0.387
C -1.030 3.000 -4.348 -0.642
H -1.701 3.844 -4.496 0.392
C -1.490 1.839 -3.739 -0.273
H -2.522 1.753 -3.411 0.363
C -0.401 -2.000 -4.102 0.449
C -0.941 -2.214 -5.389 -0.563
H -1.914 -1.756 -5.644 0.297
C -0.244 -2.987 -6.336 -0.585
H -0.665 -3.120 -7.340 0.373
C 0.980 -3.585 -5.988 -0.484
H 1.489 -4.218 -6.715 0.364
C 1.506 -3.362 -4.717 -0.969
H 2.451 -3.821 -4.431 0.413
C 0.840 -2.547 -3.790 0.395
H 1.302 -2.339 -2.825 0.237
H -2.587 -1.011 -3.038 -0.341
Si 2.205 0.536 -0.585 -0.404
C 1.158 -1.005 -0.879 0.857
C -0.340 -0.984 -1.096 2.597
H -0.800 -0.080 -0.690 -1.459
C -1.067 -2.227 -0.915 -1.112
H -2.105 -2.321 -1.249 0.413
C -0.443 -3.315 -0.363 -0.664
H -1.031 -4.197 -0.094 0.503
C 0.933 -3.348 -0.151 -0.896
H 1.438 -4.273 0.146 0.425
C 1.694 -2.205 -0.402 -0.730
H 2.778 -2.286 -0.228 0.416
C 0.780 1.831 -0.440 0.466
C -0.353 1.694 0.389 1.505
H -0.514 0.814 1.050 -0.280
C -1.359 2.669 0.355 -1.322
H -2.318 2.474 0.833 0.765
C -1.120 3.889 -0.292 -0.722
H -1.823 4.707 -0.194 0.431
C 0.049 4.071 -1.034 -0.706
H 0.246 5.003 -1.558 0.416
C 0.946 3.022 -1.142 -0.180
H 1.820 3.132 -1.788 0.300
H 3.480 0.675 -1.227 -0.088
Cl 2.469 0.375 1.491 -0.195
N 0.636 2.796 5.145 -0.173
C -0.235 3.608 4.412 -0.797
C -0.969 2.758 3.636 -0.542
N -0.532 1.432 3.811 0.534
C 0.427 1.499 4.778 0.265
C 1.231 0.383 5.210 0.052
N 1.125 -0.856 4.712 0.139
C 2.132 -1.593 5.294 -0.478
C 2.896 -0.792 6.123 -0.577
N 2.306 0.464 6.077 -0.127
H 1.290 3.122 5.861 0.215
H -0.233 4.690 4.495 0.424
H -1.770 2.996 2.942 0.502
H 2.252 -2.647 5.082 0.415
H 3.798 -0.998 6.676 0.417
H 2.589 1.298 6.598 0.194
```